{"formula": "C11H24ClINOP2SW", "method": "ωB97M-V/def2-TZVPD", "symbols": ["C", "C", "H", "H", "H", "O", "I", "W", "P", "C", "C", "H", "H", "H", "H", "H", "H", "C", "H", "H", "H", "P", "C", "C", "H", "H", "H", "C", "H", "H", "H", "H", "H", "H", "Cl", "S", "C", "C", "N", "C", "H", "H", "H"], "xyz": [[1.12249, 4.63955, -2.77459], [0.45714, 3.49025, -2.18408], [0.40136, 5.25940, -3.34570], [1.92749, 4.26998, -3.42798], [1.58583, 5.21947, -1.96303], [-0.63188, 3.04643, -2.16467], [2.29372, 1.76618, -0.56314], [1.19027, -0.37456, 0.52534], [-0.50665, 0.85989, 1.50098], [-2.11256, 0.11270, 1.94748], [0.39491, 1.13307, 3.03895], [0.18613, 2.17768, 3.30003], [-1.62523, 2.96950, 1.67881], [1.47785, 0.97174, 2.94690], [-0.09636, 3.14601, 0.72519], [-2.00330, -0.96466, 2.14904], [-0.03812, 0.45667, 3.78406], [-0.97474, 2.51020, 0.91594], [-2.56123, 0.63286, 2.81114], [-1.54917, 2.38368, -0.01050], [-2.72778, 0.27706, 1.05238], [0.27941, -1.15545, -1.51396], [-1.25690, -2.10620, -1.54314], [0.01027, 0.04190, -2.81740], [2.54286, -1.73662, -1.96877], [1.38836, -2.41229, -3.18913], [1.59560, -3.21413, -1.59612], [1.58580, -2.24806, -2.11881], [0.91011, 0.64452, -3.00115], [-0.27038, -0.53635, -3.71190], [-1.33191, -2.64775, -2.49469], [-2.04854, -1.35610, -1.46676], [-0.82180, 0.70282, -2.54696], [-1.27444, -2.79134, -0.68634], [3.39559, -0.70789, 1.23168], [-0.80132, -4.42718, 1.64555], [-0.70549, -3.42896, 3.06872], [0.08784, -2.33804, 2.88488], [0.57276, -2.18892, 1.56961], [0.29320, -3.33091, 0.87179], [-1.30175, -3.64757, 3.95438], [0.27414, -1.55731, 3.61412], [0.66641, -3.54127, -0.12816]], "forces_ev_per_angstrom": [[1.649, 0.289, 0.210], [-5.938, -0.848, -0.910], [0.020, -0.595, 0.392], [-0.080, 0.179, 0.119], [0.012, -0.021, -0.220], [4.731, 0.973, 0.545], [-0.119, 1.441, -0.971], [3.132, -2.860, 1.917], [-2.047, 1.829, 1.095], [0.201, -0.230, -0.483], [-0.040, 0.025, 0.360], [0.297, -0.207, 0.268], [0.233, -0.115, -0.260], [-0.132, 0.158, 0.230], [-0.363, -0.297, 0.226], [-0.203, 0.474, -0.039], [0.293, 0.340, 0.071], [-0.175, 0.085, -0.239], [0.266, -0.147, -0.343], [0.063, 0.170, 0.254], [-0.183, -0.228, 0.354], [-0.300, -0.584, -1.768], [0.000, 0.181, 0.523], [-0.073, 0.315, -0.420], [0.043, -0.284, -0.257], [0.259, -0.053, 0.255], [0.193, 0.341, -0.386], [0.127, -0.057, -0.132], [-0.288, -0.339, -0.080], [0.118, 0.320, 0.133], [0.006, 0.123, 0.203], [-0.242, -0.358, 0.000], [0.160, -0.220, -0.100], [-0.448, 0.247, -0.569], [-1.083, 0.091, -0.302], [1.707, 1.471, 0.282], [-0.052, 0.256, -0.083], [-0.713, 0.026, -0.672], [-0.402, -1.880, -0.403], [-0.864, 0.286, 0.982], [0.363, -0.127, -0.206], [0.041, -0.313, -0.114], [-0.168, 0.137, 0.541]], "lowdin_charge": [0.037, -0.194, 0.155, 0.135, 0.133, 0.200, 0.649, 0.574, 0.599, -0.185, -0.219, 0.086, 0.090, 0.040, 0.022, 0.040, 0.059, -0.253, 0.094, 0.045, 0.065, 0.607, -0.191, -0.261, 0.061, 0.091, 0.054, -0.204, 0.020, 0.089, 0.096, 0.068, 0.046, 0.014, 0.053, 1.181, -0.298, -0.208, -0.225, -0.438, 0.111, 0.112, 0.051], "multiplicity": 3, "charge": 3, "lumo_ev": [-12.288, -11.728], "e_homo_ha": [-0.6760, -0.7003]}



{"formula": "C15H40O5", "method": "ωB97M-V/def2-TZVPD", "symbols": ["C", "C", "C", "O", "H", "H", "H", "H", "H", "H", "H", "H", "C", "C", "C", "O", "H", "H", "H", "H", "H", "H", "H", "H", "C", "C", "C", "O", "H", "H", "H", "H", "H", "H", "H", "H", "C", "C", "C", "O", "H", "H", "H", "H", "H", "H", "H", "H", "C", "C", "C", "O", "H", "H", "H", "H", "H", "H", "H", "H"], "xyz": [[1.60593, 4.40906, -2.35665], [2.71642, 3.82006, -3.33103], [4.12250, 4.43670, -3.07139], [2.90168, 2.40283, -3.12292], [1.28821, 5.45170, -2.36192], [1.96219, 4.18010, -1.35228], [0.68306, 3.87998, -2.59434], [2.37088, 3.96702, -4.35430], [4.71868, 4.20695, -3.95450], [4.68887, 4.10785, -2.20009], [3.93762, 5.50511, -2.95998], [2.07059, 1.95800, -2.94115], [0.73519, -5.20522, -0.74504], [-0.33132, -4.10694, -1.18288], [-1.71802, -4.65032, -1.60388], [-0.67863, -3.15790, -0.21691], [0.82473, -5.87357, -1.60143], [0.41508, -5.85825, 0.06686], [1.75078, -4.84758, -0.57549], [0.14635, -3.60869, -2.02650], [-1.62325, -5.15850, -2.56349], [-2.36866, -3.82954, -1.90568], [-2.16204, -5.38125, -0.92808], [-0.78234, -3.68056, 0.58165], [-2.35376, 1.35948, 2.53817], [-3.25489, 2.22649, 1.61516], [-3.37073, 3.57982, 2.28900], [-2.61650, 2.56668, 0.38449], [-2.94646, 1.22981, 3.44371], [-1.37211, 1.81108, 2.68146], [-2.15432, 0.35002, 2.17858], [-4.27884, 1.85448, 1.57976], [-4.21288, 4.11816, 1.85417], [-2.47611, 4.19803, 2.36357], [-3.66604, 3.35315, 3.31346], [-1.72175, 2.22868, 0.46676], [1.00824, -0.32552, -1.60080], [-0.46106, 0.17026, -1.77388], [-1.28992, -0.48824, -2.82047], [-1.09270, -0.12437, -0.59610], [1.51664, -0.00890, -0.69009], [1.57707, 0.08129, -2.43687], [1.07884, -1.41272, -1.63411], [-0.37602, 1.24714, -1.91945], [-0.96141, -0.28430, -3.83958], [-2.31190, -0.11070, -2.78694], [-1.39886, -1.57235, -2.85103], [-1.14541, -1.06370, -0.40507], [0.73116, -2.72531, 4.12147], [1.39946, -1.54275, 3.64132], [0.54307, -0.36025, 3.21747], [2.21985, -1.13873, 4.70432], [0.93951, -3.52458, 3.41023], [-0.35311, -2.74937, 4.23038], [1.04453, -3.11119, 5.09152], [1.99169, -1.78888, 2.75996], [1.05584, 0.59612, 3.11487], [-0.18102, -0.18323, 4.01275], [0.04390, -0.46315, 2.25397], [1.57148, -0.95951, 5.38924]], "forces_ev_per_angstrom": [[0.728, -1.288, -0.454], [0.057, 0.331, 1.690], [-1.159, 0.192, -0.953], [-0.116, 0.501, 0.085], [0.762, 0.212, -0.556], [-0.340, -0.104, 0.164], [-0.109, -0.325, 0.344], [0.317, 0.234, -0.166], [0.227, 0.336, 0.067], [-0.597, -0.385, 0.121], [0.456, 0.173, -0.270], [-0.225, 0.164, -0.066], [-1.145, 0.348, -0.838], [-0.245, -1.624, -0.360], [1.128, -0.710, -1.818], [1.062, 0.793, 1.230], [-0.039, -0.068, -0.151], [-0.135, 0.278, 0.284], [-0.256, 0.433, 0.240], [-0.240, 0.344, -0.001], [0.171, -0.528, -0.102], [-0.118, 0.129, 0.797], [-0.053, 0.406, 0.304], [-0.178, 0.326, 0.440], [-1.062, -0.502, -0.898], [2.227, 1.568, 1.157], [-1.366, -0.145, 1.368], [-0.454, -1.049, -0.574], [0.523, 0.137, 0.386], [-0.188, 0.318, 0.344], [-0.192, 0.009, -0.385], [0.183, -0.525, -0.849], [0.275, 0.358, -0.143], [0.093, -0.277, -0.475], [-0.203, 0.363, 0.363], [0.052, -0.246, -0.382], [-0.187, 0.180, -1.356], [2.018, -1.708, 0.495], [-0.445, 0.164, -2.502], [-1.469, 1.210, 2.878], [-0.495, 0.309, 0.106], [0.372, -0.296, -0.135], [-0.130, -0.066, -0.082], [-0.605, 0.151, 0.138], [0.261, 0.308, -0.179], [0.014, 0.184, 0.251], [0.456, -0.195, 0.871], [0.302, -0.368, -0.379], [-2.212, -3.603, -0.128], [0.770, 2.323, -1.096], [-0.727, 0.350, 0.096], [1.170, 0.877, 0.348], [-0.137, -0.427, 0.120], [-0.282, 0.659, -0.328], [0.578, 0.326, -0.073], [0.634, -0.024, 0.332], [0.709, -0.282, 0.152], [-0.465, 0.000, -0.095], [-0.268, -0.473, 0.107], [0.296, 0.223, 0.514]], "lowdin_charge": [-0.050, -0.432, -0.056, -0.073, 0.070, 0.076, 0.059, 0.122, 0.071, 0.078, 0.071, 0.041, -0.034, -0.466, -0.055, -0.070, 0.072, 0.071, 0.072, 0.120, 0.071, 0.073, 0.082, 0.096, -0.066, -0.458, -0.089, -0.056, 0.079, 0.080, 0.059, 0.135, 0.078, 0.085, 0.068, 0.065, -0.024, -0.493, -0.052, -0.061, 0.084, 0.056, 0.062, 0.131, 0.079, 0.090, 0.070, 0.064, -0.076, -0.535, -0.056, -0.040, 0.078, 0.084, 0.091, 0.139, 0.086, 0.079, 0.064, 0.087], "smiles": "CC(C)O.CC(C)O.CC(C)O.CC(C)O.CC(C)O", "charge": 0, "lumo_ev": 0.526, "e_homo_ha": -0.3525}



So what do the calculations give for calculated total energy? Going down the list: -67167.33760 -26438.60158 eV.